DFT (ωB97M-V/def2-TZVPD) results for an isolated molecule of C24H29N3O.

Geometry (Å):
C  6.83  0.51  -0.85
H  -1.50  0.44  2.37
H  -1.58  -2.44  1.21
H  -4.79  -0.65  1.18
C  -3.49  -2.09  0.27
H  2.02  0.81  2.26
H  5.27  -2.00  0.78
C  -7.04  -0.69  -0.38
H  -2.55  2.72  0.97
C  7.30  -2.03  0.13
H  -3.18  -2.37  -0.74
H  -0.40  0.10  -1.08
H  0.05  -0.19  1.76
H  4.23  -0.21  1.99
C  -5.52  1.02  -0.86
N  0.32  3.42  -0.06
N  -1.64  -0.45  0.50
C  1.94  1.59  0.27
H  -6.25  -2.51  0.43
C  -2.29  -1.60  1.08
C  5.81  -0.17  -0.20
C  0.61  2.18  0.40
C  3.90  1.17  -1.07
H  -5.78  -2.20  -1.25
C  -1.50  2.71  0.72
H  -7.96  -1.12  -0.78
H  0.03  -1.46  -0.34
H  -4.15  -0.34  -1.78
H  2.20  2.26  -1.75
H  -5.35  1.81  -1.59
H  8.86  0.48  -1.50
C  -4.33  0.07  -0.79
H  0.97  4.08  -0.47
C  -4.63  -1.07  0.18
C  6.06  -1.45  0.29
H  -3.87  -3.00  0.75
H  6.66  1.52  -1.22
C  4.48  0.45  -0.04
C  -0.57  1.68  0.92
H  -7.25  -0.27  0.62
H  -2.66  -1.32  2.07
H  -3.44  0.61  -0.46
H  -5.68  1.48  0.13
O  -6.70  0.36  -1.27
H  4.42  1.26  -2.01
C  -0.81  -0.81  -0.63
H  9.29  -1.79  -0.64
C  2.53  0.89  1.32
C  2.65  1.73  -0.93
C  -0.88  0.33  1.47
H  7.48  -3.03  0.51
C  8.32  -1.34  -0.52
C  -5.94  -1.74  -0.28
C  3.78  0.32  1.16
H  -1.41  -1.32  -1.38
C  8.08  -0.07  -1.00
N  -0.95  3.76  0.14



DFT (ωB97M-V/def2-TZVPD) results for an isolated molecule of C24H29N3O3.

Geometry (Å):
C  0.34  -0.95  -0.04
C  -3.35  -4.21  4.69
C  1.16  1.29  0.36
H  -0.10  0.06  -2.48
H  0.61  3.43  -3.18
N  -1.20  -3.27  0.80
H  3.85  6.45  -1.05
H  0.42  -2.04  -1.91
C  3.19  4.44  -1.24
N  2.39  2.19  -1.56
C  0.36  0.81  -1.84
H  -2.93  -1.66  2.80
H  -1.22  -1.56  -1.38
H  1.63  1.62  -3.41
H  -0.94  -3.97  -1.15
N  0.55  0.31  -0.50
C  -1.68  -3.48  3.08
C  2.53  1.74  -0.19
H  2.37  0.33  -2.46
C  -4.31  -3.50  4.10
H  0.50  2.16  0.43
H  3.18  -0.32  -0.45
C  -0.44  -3.32  -0.43
H  2.86  2.59  0.41
H  3.82  0.47  0.98
H  0.74  6.23  -4.90
H  1.28  0.85  1.35
H  0.53  -3.76  -0.15
O  -2.98  -2.03  0.06
C  -2.44  -4.73  3.61
C  2.28  3.55  -1.83
C  -3.46  -4.94  2.48
C  1.28  5.43  -3.00
H  -0.30  1.68  -1.79
C  3.13  5.79  -1.51
H  -4.18  -5.72  2.72
C  -0.25  -1.94  -1.05
H  4.47  0.88  -0.61
H  -5.10  -2.93  4.56
H  -3.01  -5.15  1.51
H  -4.88  -3.27  1.97
C  -2.78  -2.66  2.41
H  3.96  4.06  -0.58
C  1.73  1.22  -2.41
H  -1.14  -2.97  3.88
H  -0.52  5.24  -4.15
C  0.26  5.97  -3.96
C  3.57  0.62  -0.06
H  -1.79  -5.56  3.87
H  -0.20  6.87  -3.56
O  0.26  -4.52  2.03
C  2.19  6.29  -2.39
H  2.15  7.35  -2.60
C  -0.72  -3.83  1.97
O  0.57  -1.25  1.11
C  -4.05  -3.54  2.62
C  -2.38  -2.58  0.95
C  1.33  4.08  -2.71
H  -3.18  -4.35  5.74



DFT (ωB97M-V/def2-TZVPD) results for an isolated molecule of C24H29N3O3S2.

Geometry (Å):
H  -0.22  0.99  3.19
N  -0.89  -0.90  0.50
H  -2.88  -2.61  0.24
H  -4.09  -1.69  1.16
H  -2.40  0.06  1.66
O  -6.00  -1.35  0.31
C  0.08  1.51  2.28
H  4.53  -0.94  -3.06
H  2.87  0.70  -2.16
H  -2.52  -0.16  -2.36
C  4.68  -0.47  -2.10
C  -7.32  -1.68  0.68
H  -1.41  0.94  -0.41
S  2.78  2.19  0.23
C  -2.30  -0.73  -1.46
H  2.56  -3.60  -2.00
C  -6.69  0.93  -0.13
H  4.44  -3.30  -0.18
H  -2.01  -1.74  -1.75
H  -7.29  -2.74  0.92
C  -4.43  0.18  -0.61
C  -5.74  -0.07  -0.13
H  5.21  1.19  1.34
C  -2.07  -0.95  1.34
H  0.27  -1.25  2.15
H  -4.90  3.41  -1.55
S  2.98  -1.87  1.12
C  2.47  -3.01  -1.10
H  6.53  -1.48  -1.73
C  5.81  -0.78  -1.35
C  -1.14  -0.09  -0.68
C  3.98  1.02  -0.37
C  0.98  0.63  1.42
H  1.92  0.48  1.97
C  3.46  -2.87  -0.19
H  0.63  2.41  2.55
N  -3.50  -0.85  -0.65
C  -3.20  -1.61  0.55
C  -4.18  1.45  -1.13
H  -8.02  -1.51  -0.13
O  3.12  2.57  1.58
C  1.30  -2.29  -0.76
C  -6.39  2.19  -0.63
H  -7.64  -1.12  1.57
C  1.41  -1.62  0.42
H  -1.85  -1.54  2.23
C  6.02  -0.19  -0.11
C  3.76  0.44  -1.61
H  0.64  1.85  -0.22
H  -0.82  1.80  1.74
H  -7.15  2.96  -0.63
C  0.39  -0.79  1.15
C  -5.14  2.44  -1.14
H  -3.20  1.68  -1.52
H  -0.24  -0.07  -1.29
H  -7.68  0.75  0.25
N  1.37  1.29  0.19
O  2.61  3.23  -0.75
H  0.41  -2.31  -1.35
H  6.89  -0.43  0.47
C  5.09  0.72  0.38



Computed values of E_tot (unit: eV) for the preceding records, in sequence: -31876.303, -35972.798, -57640.845.
Computed values of frontier orbital gap (unit: eV) for the preceding records, in sequence: 8.866, 8.365, 8.127.
Computed values of energy above the lowest of the compared OMol25 structures with the same formula, charge and spin (unit: kJ/mol) for the preceding records, in sequence: 227.5, 180.5, 154.4.